47
Properties=species:S:1:pos:R:3:forces:R:3:lowdin_charge:R:1 method="wB97M-V/def2-TZVPD" orbital_gap_ha=0.352 e_lumo_ev=0.9 e_above_lowest_ev=0.259 smiles="CCCCCCCCC(=O)NCCOc1ccccc1" energy_ha=-869.22995 fmax_ev_per_a=0.58
C -0.39655 -3.01201 -0.02467 0.180 0.015 -0.144 -0.1097
C 1.06423 -2.76879 -0.38304 -0.121 0.060 0.272 -0.2660
C 1.85083 -2.21339 0.80244 0.223 -0.182 -0.254 -0.2222
C 3.33556 -2.00911 0.49399 -0.125 0.106 -0.061 -0.2115
C 3.62243 -0.79639 -0.39408 0.017 -0.037 0.332 -0.2111
C 3.55841 0.52312 0.37417 0.165 0.018 -0.310 -0.2048
C 3.71869 1.74552 -0.53092 -0.123 -0.044 0.135 -0.1944
C 2.44064 2.06969 -1.31067 0.258 0.174 0.208 -0.1067
C 1.38136 2.59308 -0.35760 0.025 -0.286 -0.461 -0.5120
O 1.55667 3.56223 0.35100 0.219 0.313 0.221 0.0606
N 0.21610 1.90245 -0.35729 -0.391 -0.336 -0.031 0.0730
H 0.10291 1.07594 -0.92233 0.169 0.108 -0.063 0.1398
C -0.88154 2.25317 0.51148 -0.158 -0.189 0.246 -0.1384
C -1.30071 1.06224 1.38035 0.152 0.548 0.128 -0.1680
O -1.93319 0.04962 0.62772 -0.153 -0.190 -0.231 -0.0710
C -3.24048 0.19869 0.25264 -0.135 -0.110 -0.112 -0.2628
C -4.06522 1.26099 0.60340 0.318 0.056 0.166 -0.0303
C -5.38153 1.28179 0.17082 -0.120 -0.058 -0.074 -0.0849
C -5.88849 0.26110 -0.61055 -0.153 0.088 0.004 -0.1023
C -5.06593 -0.79767 -0.96206 0.048 -0.003 0.009 -0.0836
C -3.75443 -0.83104 -0.53666 0.169 0.064 0.081 -0.0076
H -3.10475 -1.65093 -0.79865 0.094 -0.103 -0.027 0.1051
H -5.44889 -1.60283 -1.57114 -0.022 -0.074 -0.049 0.1041
H -6.91461 0.28852 -0.94353 -0.087 0.006 -0.027 0.0987
H -6.01196 2.11257 0.45183 -0.045 0.064 0.021 0.1045
H -3.70446 2.07596 1.21137 0.063 0.048 0.036 0.1044
H -1.93728 1.39535 2.20715 0.017 -0.061 -0.052 0.1226
H -0.41074 0.58535 1.80112 -0.096 0.105 -0.005 0.1273
H -0.53153 3.07582 1.13968 -0.118 -0.078 -0.061 0.1277
H -1.73539 2.59160 -0.08681 0.068 0.044 0.146 0.1242
H 2.65452 2.86488 -2.02797 -0.106 -0.029 -0.027 0.1241
H 2.08152 1.19787 -1.85727 -0.032 -0.015 -0.074 0.1020
H 3.96068 2.61776 0.07893 0.048 0.023 -0.095 0.1112
H 4.54249 1.57788 -1.22787 0.035 0.040 -0.006 0.1122
H 4.35644 0.52725 1.12011 -0.047 -0.027 0.081 0.1164
H 2.61160 0.60308 0.91131 -0.045 -0.011 0.144 0.1012
H 4.62321 -0.89778 -0.82111 -0.010 0.045 -0.094 0.1138
H 2.91676 -0.78300 -1.22530 -0.002 0.001 -0.145 0.0938
H 3.88446 -1.89091 1.43127 0.092 -0.046 0.007 0.1086
H 3.71373 -2.91010 0.00486 0.040 -0.062 0.064 0.1077
H 1.40410 -1.26971 1.12127 -0.084 0.067 0.106 0.0944
H 1.75906 -2.91453 1.63551 -0.079 0.034 0.068 0.1135
H 1.11454 -2.07319 -1.22340 0.061 -0.017 -0.091 0.0978
H 1.52100 -3.70745 -0.70676 0.070 0.021 -0.071 0.1090
H -0.47419 -3.72607 0.79267 -0.054 -0.084 0.092 0.0750
H -0.87364 -2.08490 0.28452 -0.086 0.036 0.038 0.0456
H -0.93646 -3.41373 -0.87995 -0.141 -0.045 -0.037 0.0690

16
Properties=species:S:1:pos:R:3:forces:R:3:lowdin_charge:R:1 method="wB97M-V/def2-TZVPD" orbital_gap_ha=0.432 e_lumo_ev=1.0 e_above_lowest_ev=1.617 smiles=CC.CC energy_ha=-159.52556 fmax_ev_per_a=5.21
C 1.04612 2.26052 0.80477 1.131 1.322 4.910 -0.2100
C -0.32614 2.67949 0.61418 -2.436 0.740 0.036 -0.2423
H 1.37964 1.62050 0.02678 1.339 0.358 -0.847 0.0527
H 1.36775 3.29435 1.25525 1.846 -2.089 -1.839 0.1067
H 1.09075 1.62124 1.77720 -0.027 0.799 -1.575 0.0932
H -0.59389 3.45224 1.36983 -0.158 -0.492 -0.650 0.0816
H -0.89241 1.80953 0.81664 -1.621 -0.650 -0.221 0.0424
H -0.52974 3.06463 -0.38924 -0.078 -0.002 0.180 0.0761
C -0.98017 -2.11272 -0.71374 -0.099 -2.199 0.752 -0.1750
C 0.40766 -2.80858 -0.90747 -0.314 -0.058 0.529 -0.1608
H -1.81511 -2.83443 -0.91543 0.738 0.492 0.422 0.0771
H -1.11218 -1.66720 0.25419 0.095 -0.610 1.172 0.0432
H -1.25789 -1.25574 -1.23176 0.359 1.427 -2.142 0.0214
H 0.48525 -3.19158 -1.95041 0.476 0.774 0.596 0.0616
H 0.46358 -3.74829 -0.30246 -0.327 0.777 -0.230 0.0603
H 1.26677 -2.18395 -0.50831 -0.924 -0.588 -1.093 0.0718

57
Properties=species:S:1:pos:R:3:forces:R:3:lowdin_charge:R:1 method="wB97M-V/def2-TZVPD" s2=6.04 orbital_gap_ha="0.270 / 0.226" e_lumo_ev="-1.2 / -2.4" e_above_lowest_ev=0.000 energy_ha=-4433.09317 fmax_ev_per_a=0.34 spin_multiplicity=5
Os -0.17496 0.46854 -0.14769 0.012 0.015 -0.080 1.8057
O 4.04942 -4.01008 -0.88940 -0.071 -0.066 0.036 0.1764
C 3.13519 -3.25976 -0.72844 0.051 0.068 -0.036 -0.2239
C 2.07206 -2.87438 -1.78304 -0.088 -0.016 0.061 -0.2549
O 1.84595 -3.44206 -2.81596 0.083 0.055 -0.044 0.1539
C 1.37275 -1.70985 -1.18481 0.175 -0.162 0.103 -0.3116
C 1.79804 -1.50687 0.11134 -0.087 0.037 -0.192 -0.2753
O 1.23026 -0.52116 0.79346 -0.073 -0.041 0.143 -0.1981
C 2.82786 -2.44316 0.54774 -0.055 -0.050 -0.018 -0.2790
O 3.32408 -2.59580 1.63354 0.060 0.035 -0.010 0.1377
O 0.44832 -0.96760 -1.69255 -0.132 0.303 -0.077 -0.1152
Br -3.48882 -5.07059 -5.42836 0.014 -0.004 0.001 0.7641
C -4.51657 -4.09598 -4.18151 -0.001 0.023 0.007 -0.6903
C -4.41221 -2.71235 -4.14477 0.020 -0.057 0.006 -0.1054
C -5.15963 -1.99214 -3.22942 -0.081 0.077 -0.029 -0.0159
C -6.01934 -2.65797 -2.35810 -0.095 -0.088 0.071 -0.2735
C -6.14510 -4.04024 -2.43830 0.064 -0.010 0.050 -0.0296
C -5.37980 -4.76946 -3.33222 0.030 0.029 0.002 -0.1155
N -6.94407 -2.03612 -1.44268 -0.037 0.078 -0.310 0.0764
N -6.70642 -0.98952 -0.83030 0.127 -0.051 0.240 0.0835
C -5.40532 -0.39269 -0.81829 0.059 0.100 -0.019 -0.2407
C -5.30129 0.93946 -1.13314 0.054 -0.139 -0.051 -0.0093
C -4.05358 1.59046 -1.20341 0.047 -0.109 -0.013 0.0272
C -2.91132 0.90460 -0.87094 0.022 0.022 -0.048 -0.3156
O -1.68222 1.42580 -0.96178 -0.128 -0.106 0.066 -0.2358
C -3.03049 -0.42328 -0.38124 0.011 0.057 -0.067 -0.1479
N -1.87685 -0.98993 0.06623 0.109 -0.049 0.045 -0.0072
C -1.88196 -2.23513 0.48337 0.016 -0.013 0.138 -0.0755
C -3.06038 -2.99586 0.52551 -0.012 0.029 -0.021 -0.0087
C -4.23850 -2.43212 0.11604 0.007 -0.019 -0.009 0.0291
C -4.25442 -1.10744 -0.37609 -0.100 0.070 0.104 -0.0937
H -3.74620 -2.20049 -4.82488 -0.004 -0.004 -0.015 0.1075
H -5.08265 -0.91392 -3.22343 -0.006 -0.023 0.009 0.1162
H -6.84845 -4.53783 -1.78329 -0.043 0.012 -0.020 0.1176
H -5.46664 -5.84524 -3.38341 0.003 -0.009 -0.004 0.1041
H -6.20442 1.47826 -1.38956 0.000 -0.001 -0.014 0.1220
H -3.97936 2.61881 -1.52893 -0.008 0.004 0.006 0.1266
H -0.93644 -2.64263 0.82181 0.006 0.001 -0.015 0.1268
H -3.02264 -4.01025 0.89425 -0.001 -0.004 0.003 0.1164
H -5.15779 -2.99941 0.17143 0.006 0.013 0.017 0.1187
C -1.38011 5.39788 2.20321 -0.009 -0.020 0.002 -0.0750
C -1.82569 4.06747 2.34463 0.022 0.029 0.005 -0.0690
C -1.15981 3.04934 1.72188 -0.018 -0.028 -0.009 -0.0539
C -0.02214 3.30159 0.92083 0.016 -0.012 -0.022 -0.1877
C 0.66788 2.26554 0.21333 -0.070 -0.001 -0.020 -0.2666
C 1.80832 2.56744 -0.49713 0.107 -0.012 0.062 -0.0952
C 2.27591 3.89645 -0.59148 0.015 -0.048 -0.005 -0.0675
C 1.60314 4.90108 0.03819 -0.009 -0.007 0.021 -0.0201
C 0.44297 4.63130 0.81140 0.011 0.052 -0.013 -0.1633
C -0.26557 5.66932 1.46228 0.013 -0.005 0.005 -0.0301
H -1.92068 6.19920 2.68919 0.010 0.003 0.015 0.1041
H -2.69408 3.85464 2.95402 -0.005 -0.005 0.001 0.1053
H -1.49599 2.02578 1.85805 -0.024 0.026 -0.032 0.0937
H 2.36138 1.78210 -1.00192 -0.021 0.008 -0.032 0.1017
H 3.16240 4.10927 -1.17369 0.014 -0.003 0.011 0.1073
H 1.95195 5.92398 -0.03522 -0.011 0.010 -0.006 0.1156
H 0.09271 6.68642 1.35931 0.003 0.005 0.004 0.1134